Entry 1:
47
Properties=species:S:1:pos:R:3:forces:R:3 method="wB97M-V/def2-TZVPD" homo_ev=-8.17 lumo_energy_ev=0.64 gap_ha=0.3236 smiles=COc1ccc(-c2nnc(SCc3nc4ccccc4s3)n2C(C)C)cc1
C -6.55166 -1.38150 0.61906 -0.209 0.120 0.045
O -5.32902 -2.02408 0.35103 0.342 -0.102 -0.040
C -4.17532 -1.31980 0.49701 0.177 -0.014 -0.031
C -4.09805 0.01358 0.88518 -0.370 -0.081 -0.029
C -2.86431 0.63175 0.99124 0.246 -0.146 -0.038
C -1.69331 -0.05725 0.70697 -0.310 -0.008 0.044
C -0.38269 0.57505 0.83838 0.156 0.055 0.054
N 0.50966 0.19655 1.71302 -0.862 -0.721 0.233
N 1.59076 0.97786 1.59173 0.610 0.709 -0.081
C 1.34914 1.82030 0.62613 -0.107 0.072 0.098
S 2.46860 3.01089 0.03732 0.271 0.347 -0.060
C 3.96713 2.31488 0.80582 -0.515 0.451 0.005
C 4.07787 0.86846 0.51474 0.626 -0.764 0.366
N 3.72869 0.31277 -0.57996 -0.208 0.779 -0.471
C 3.92942 -1.03606 -0.55990 0.351 -0.688 0.613
C 3.63390 -1.92120 -1.59179 0.007 0.026 0.040
C 3.89709 -3.26223 -1.41123 -0.052 -0.003 -0.125
C 4.44951 -3.73354 -0.22179 0.062 -0.074 0.128
C 4.75034 -2.87290 0.81545 0.021 -0.102 0.023
C 4.48603 -1.52496 0.64299 -0.082 0.264 -0.190
S 4.73628 -0.20803 1.74651 -0.154 0.059 -0.500
N 0.10669 1.62419 0.09597 0.605 -0.256 0.532
C -0.41360 2.34308 -1.04973 -0.387 0.271 -0.419
C -1.16391 1.41434 -1.99837 0.171 0.103 0.048
C -1.27035 3.52852 -0.60893 0.228 -0.115 -0.079
C -1.77243 -1.40087 0.34513 -0.100 0.145 0.013
C -2.99592 -2.02157 0.23541 -0.240 -0.032 0.015
H -7.32225 -2.13081 0.44531 0.021 0.091 0.025
H -6.60787 -1.04025 1.65767 0.009 -0.002 -0.046
H -6.71598 -0.53265 -0.05287 0.017 -0.026 0.039
H -4.98678 0.57954 1.11628 -0.099 0.007 0.017
H -2.81772 1.65895 1.32220 0.016 0.071 0.022
H 3.91705 2.48661 1.88066 0.101 -0.002 -0.063
H 4.79833 2.87595 0.37384 -0.040 -0.022 0.058
H 3.20787 -1.54359 -2.50775 -0.046 0.043 -0.110
H 3.67255 -3.96122 -2.20309 -0.018 -0.055 -0.065
H 4.64462 -4.78926 -0.10813 0.016 -0.090 0.014
H 5.17537 -3.23466 1.73842 0.045 -0.099 0.082
H 0.47381 2.73472 -1.56586 -0.176 -0.144 0.053
H -2.10329 1.08288 -1.56410 -0.060 -0.011 -0.041
H -0.55979 0.53994 -2.22944 0.027 -0.085 -0.052
H -1.37513 1.94406 -2.92351 -0.032 0.054 -0.089
H -1.52298 4.13542 -1.47389 -0.066 0.091 -0.088
H -2.19163 3.18786 -0.14426 -0.086 -0.016 0.035
H -0.72167 4.14619 0.09864 0.000 0.088 0.072
H -0.86346 -1.94896 0.15130 0.098 -0.058 -0.023
H -3.07159 -3.05898 -0.04879 -0.005 -0.132 -0.036

---

Entry 2:
50
Properties=species:S:1:pos:R:3:forces:R:3 method="wB97M-V/def2-TZVPD" homo_ev=-10.57 lumo_energy_ev=-4.47 gap_ha=0.2242 charge=+1
Pt -0.77270 0.20971 -0.63306 -1.599 -0.361 -0.019
O -0.26601 -3.08632 2.40768 0.053 -0.118 0.134
C -0.83836 -2.40871 3.42345 -0.071 0.009 -0.093
C -0.95125 -3.06141 4.64778 0.025 -0.094 0.051
C -1.54451 -2.43061 5.72111 0.029 -0.053 -0.047
C -2.02540 -1.12576 5.60800 -0.034 0.024 0.071
C -1.89979 -0.46442 4.41054 0.042 -0.020 -0.077
C -1.31020 -1.09111 3.30108 -0.103 0.000 0.037
C -1.19825 -0.37538 2.03748 0.038 0.459 -0.072
O -1.00509 -1.07396 0.95374 0.132 0.080 -0.271
N -1.27445 0.95507 2.04985 -0.027 -0.118 0.348
N -1.09418 1.45923 0.81918 0.310 -0.641 -0.403
C -1.19016 2.69592 0.50063 0.013 0.489 0.265
C -0.99164 2.98790 -0.91104 -0.022 0.145 -0.094
C -1.01791 4.26471 -1.44390 -0.032 0.166 0.154
C -0.84582 4.44396 -2.80468 -0.008 0.042 -0.060
C -0.65274 3.33696 -3.61462 -0.032 0.046 0.002
C -0.64118 2.08595 -3.03086 0.069 -0.110 0.009
N -0.79981 1.91226 -1.71716 -0.027 -0.066 -0.173
H -0.35555 -2.55138 1.60034 -0.053 0.000 0.023
H -0.57722 -4.07430 4.71720 -0.015 0.015 0.031
H -1.64859 -2.96391 6.65756 0.030 0.017 -0.006
H -2.49812 -0.64254 6.45174 0.009 -0.003 -0.010
H -2.27154 0.54314 4.29099 0.030 0.017 0.012
H -1.41752 3.44178 1.25180 -0.025 0.058 -0.078
H -1.17704 5.10283 -0.77905 0.008 0.020 -0.046
H -0.87013 5.43557 -3.23636 0.013 0.006 0.048
H -0.51980 3.43572 -4.68214 -0.005 -0.030 0.012
H -0.50215 1.18840 -3.61800 0.015 -0.022 0.035
C 4.50716 0.18539 0.83021 0.144 -0.105 -0.274
C 3.18444 0.18392 0.11131 -0.042 0.011 0.817
S 1.83076 0.32536 0.98763 0.403 0.015 -0.006
C 3.17542 0.05020 -1.37202 0.010 -0.062 -0.845
C 4.47870 0.13398 -2.12754 0.189 0.124 0.398
S 1.82158 -0.18214 -2.24220 0.329 -0.074 0.167
H 4.34758 0.18591 1.90137 -0.022 0.019 0.040
H 5.09470 1.06777 0.56023 -0.013 -0.034 -0.026
H 5.09729 -0.69451 0.55808 0.008 0.050 0.000
H 5.34788 0.14953 -1.47393 -0.009 -0.002 -0.089
H 4.48344 1.05078 -2.71905 -0.004 -0.014 -0.027
H 4.56706 -0.70262 -2.81598 -0.037 0.008 -0.044
N -1.48201 -3.09787 -3.19677 -0.082 0.015 -0.067
C -2.55817 -2.31068 -3.53267 0.046 0.000 0.000
C -2.38819 -1.14706 -2.85664 0.071 -0.020 -0.044
N -1.22010 -1.22235 -2.12321 0.152 0.173 0.092
C -0.70240 -2.41053 -2.34740 0.085 0.006 -0.016
H -1.30293 -4.02718 -3.53934 0.024 0.001 0.044
H -3.33229 -2.63579 -4.20403 0.025 -0.031 0.011
H -3.01279 -0.27151 -2.84549 -0.002 -0.011 0.058
H 0.21995 -2.77992 -1.93185 -0.036 -0.025 0.028

---

Entry 3:
55
Properties=species:S:1:pos:R:3:forces:R:3 method="wB97M-V/def2-TZVPD" homo_ev="-14.57 / -14.05" lumo_energy_ev="-10.14 / -10.10" gap_ha="0.1630 / 0.1454" charge=+2
Sn 1.58616 1.14546 1.79114 -0.749 -0.140 -2.033
N 1.78566 -0.84922 3.39683 0.677 0.108 1.391
N 2.70994 -0.68096 4.42279 -0.826 -0.105 -0.207
C 4.02434 -0.54955 4.08384 0.797 1.609 2.272
N 4.72716 0.04627 5.09274 -0.774 -0.364 0.040
S 4.67668 -0.93975 2.60430 -0.339 -0.120 -0.306
H 0.81821 -1.06773 3.66397 0.617 -0.156 0.508
H 2.18058 -1.54620 2.77753 -0.247 -0.316 -0.613
H 2.41726 -0.38984 5.38386 -0.110 -0.346 -1.376
H 4.29803 0.33925 5.97115 0.076 -0.208 -0.508
H 5.70675 0.23147 5.05638 0.505 -0.251 -0.452
C -3.46143 -0.58756 -3.48993 -0.230 -0.377 -0.032
C -2.85913 -1.03832 -2.16811 -1.800 0.819 -1.921
C -3.67419 -1.31452 -1.03878 -1.417 0.336 1.037
C -3.06347 -1.65501 0.16065 -1.207 0.217 -0.830
C -1.67638 -1.57371 0.18856 0.337 -0.894 1.818
C -0.89214 -1.61912 -0.96109 0.674 0.593 -0.502
C -1.49987 -1.22791 -2.11439 1.721 -0.562 -0.217
S -0.77204 -1.44134 1.70549 0.065 -1.098 1.452
O 0.57670 -1.94024 1.40382 -1.255 0.610 0.308
O -1.51075 -2.07255 2.81489 1.194 1.134 -1.965
N -0.53897 0.16312 1.96471 0.287 -0.224 -0.759
C -1.49356 1.09929 2.38707 0.096 0.458 0.743
C -2.70304 0.70813 2.96173 0.108 -0.526 -0.861
C -3.58604 1.70268 3.33686 -0.659 0.508 0.442
C -3.20868 3.05569 3.25974 -0.016 -0.546 -0.515
C -1.93120 3.33440 2.75424 -0.191 -0.401 0.232
N -1.08990 2.39882 2.33270 0.326 -1.671 -0.264
H -3.98965 0.38590 -3.33475 0.162 -0.678 -0.079
H -4.21651 -1.32938 -3.93833 0.958 0.965 0.884
H -2.65141 -0.41971 -4.22407 -0.539 -0.085 0.339
H -4.80072 -1.12072 -1.09218 1.741 -0.729 -0.022
H -3.64704 -2.06694 0.97814 0.152 0.685 0.307
H 0.15099 -1.93340 -0.86777 -0.265 0.523 -0.195
H -0.89587 -1.07898 -2.99099 -0.023 -0.092 -0.391
H -2.87965 -0.38113 2.96900 -0.420 0.930 0.442
H -4.58214 1.42490 3.71044 0.539 0.215 -0.137
H -3.90003 3.87183 3.49279 0.366 -0.440 0.082
H -1.54312 4.33045 2.68936 -0.068 0.486 0.009
O 0.99751 1.24556 -0.45474 0.255 -0.034 0.771
C 2.05697 0.69015 -0.89957 0.764 -0.114 0.543
O 2.92850 0.23639 -0.07449 -1.310 0.569 -0.329
C 2.23580 0.54944 -2.37948 0.728 -0.282 -1.111
C 3.36945 -0.09463 -2.91752 0.095 -0.632 0.841
C 3.53005 -0.49318 -4.25172 -0.122 0.695 0.745
C 2.52303 -0.22086 -5.14790 -1.462 1.026 1.037
C 1.40345 0.49223 -4.62987 1.356 -0.757 0.825
C 1.26453 0.92832 -3.31033 -0.999 -0.256 0.353
N 0.27701 0.55357 -5.46737 -4.910 1.166 -4.242
O -0.90287 0.82528 -4.97906 4.022 -0.996 -0.891
O 0.40593 0.37642 -6.72937 -0.021 0.375 4.309
H 4.13668 -0.42798 -2.22252 -0.067 0.233 -0.016
H 4.44841 -0.99708 -4.48995 0.045 -0.194 -0.373
H 2.41127 -0.50730 -6.17436 0.536 -0.297 -0.317
H 0.32279 1.42980 -3.00612 0.828 -0.370 -0.267

---

Entry 4:
58
Properties=species:S:1:pos:R:3:forces:R:3 method="wB97M-V/def2-TZVPD" homo_ev="-15.13 / -15.13" lumo_energy_ev="-9.86 / -9.86" gap_ha="0.1936 / 0.1935" charge=+2
V 0.22573 -0.12042 0.38100 0.063 -0.399 -0.706
C 0.20188 4.00229 -1.12081 -0.001 -0.007 -0.014
C -0.07508 2.59792 -0.74929 0.002 0.009 -0.029
N 0.71113 1.85731 -0.05418 -0.101 -0.052 0.171
O 1.88101 2.36200 0.37205 0.062 0.012 -0.049
B 2.71848 1.27235 0.93617 -0.131 0.027 0.207
F 2.27424 0.11018 0.10142 0.093 -0.022 0.191
F 4.01381 1.49994 0.91330 0.007 0.047 -0.110
O 2.24286 0.88192 2.28938 -0.003 0.071 -0.018
N 0.95629 0.53115 2.21076 0.045 0.046 -0.027
C 0.19996 0.63394 3.24164 0.084 0.051 0.042
C 0.65145 1.10652 4.56967 -0.028 0.042 -0.006
C -1.18913 0.19151 2.95279 0.029 -0.009 0.065
N -1.33394 -0.15583 1.72444 0.046 0.027 -0.087
O -2.53904 -0.58585 1.33037 -0.016 -0.036 0.002
B -2.47940 -1.15676 -0.05099 0.027 0.107 0.129
F -3.40755 -2.06047 -0.28842 -0.003 -0.015 -0.015
F -1.08138 -1.69851 -0.05982 -0.059 -0.020 -0.005
O -2.41233 -0.09318 -1.06367 -0.047 0.016 0.021
N -1.34417 0.66587 -0.77652 -0.087 0.049 0.131
C -1.31388 1.88335 -1.17324 -0.028 -0.023 -0.083
C -2.35786 2.52864 -1.99977 -0.015 0.030 0.046
C -2.29083 0.12920 3.93540 0.007 0.008 0.015
H 1.15315 4.33433 -0.71932 0.002 0.003 0.001
H -0.59927 4.64725 -0.75160 -0.004 -0.004 -0.001
H 0.20926 4.09792 -2.20977 -0.007 -0.007 0.002
H 1.64529 1.53840 4.50960 0.003 -0.002 0.000
H 0.67356 0.26330 5.26739 -0.008 -0.001 -0.003
H -0.05145 1.83831 4.97025 0.001 0.001 -0.004
H -3.15125 1.82910 -2.23985 -0.006 0.001 0.002
H -1.90701 2.90086 -2.92268 0.005 -0.009 -0.002
H -2.77489 3.39022 -1.47279 0.002 -0.002 -0.001
H -1.95966 0.39184 4.93522 0.005 -0.001 -0.005
H -2.71644 -0.87745 3.93347 -0.002 -0.001 -0.008
H -3.09764 0.79923 3.62718 0.002 0.002 -0.001
C -0.77068 -0.16225 -5.24367 0.026 -0.011 0.053
C 0.03842 0.76414 -4.58888 -0.061 -0.024 -0.066
C 0.53867 0.47717 -3.33185 0.129 0.037 0.047
C 0.23687 -0.74998 -2.75780 0.225 0.132 0.068
C -0.54493 -1.69573 -3.40362 -0.064 0.030 0.042
C -1.05674 -1.38641 -4.65396 -0.012 0.035 -0.035
N 0.77738 -1.07756 -1.45876 -0.097 -0.182 -0.073
N 1.35708 -2.16478 -1.37694 0.090 -0.035 0.113
C 1.62482 -2.61121 -0.08784 -0.177 0.192 -0.059
C 2.31680 -3.79957 0.09008 -0.001 0.000 -0.088
C 2.52225 -4.26445 1.37969 0.007 -0.019 0.070
C 2.02267 -3.54941 2.45485 0.004 -0.004 -0.022
C 1.33367 -2.33949 2.28067 0.032 -0.073 -0.060
C 1.13970 -1.87943 1.00345 -0.042 -0.014 0.140
H -1.16401 0.06653 -6.22469 0.002 0.001 -0.003
H 0.29836 1.69522 -5.07500 0.000 -0.003 0.003
H 1.21951 1.16049 -2.83570 -0.019 -0.003 0.002
H -0.75804 -2.64497 -2.93016 0.010 0.000 0.004
H -1.67490 -2.10856 -5.16919 0.005 0.004 -0.010
H 2.66795 -4.33638 -0.78178 0.001 -0.010 0.016
H 3.05997 -5.18726 1.54450 -0.004 -0.001 0.003
H 2.16384 -3.92177 3.46121 0.009 -0.006 -0.003
H 0.97541 -1.82072 3.15662 -0.002 0.014 0.006

---

Entry 5:
47
Properties=species:S:1:pos:R:3:forces:R:3 method="wB97M-V/def2-TZVPD" homo_ev="-5.02 / -8.56" multiplicity=3 lumo_energy_ev="0.39 / 0.14" gap_ha="0.1990 / 0.3196"
C -4.92450 -0.04074 -0.34233 -0.477 0.175 -0.117
C -4.86170 1.26082 -1.14278 -0.450 0.043 -0.158
H -5.01007 -0.89714 -1.01233 0.026 -0.064 0.049
H -5.81807 -0.01650 0.28762 0.063 -0.160 -0.013
H -4.07471 -0.20577 0.31651 -0.068 0.021 0.031
H -4.00291 1.32660 -1.80851 -0.321 -0.096 0.124
H -5.76257 1.34072 -1.76142 0.041 0.052 0.115
H -4.83351 2.13302 -0.48231 0.035 -0.095 -0.081
C 0.17709 -2.93686 -0.71920 0.895 -0.620 -0.565
C 0.93639 -4.04447 -1.08433 -1.278 0.349 0.970
C 2.02669 -3.87807 -1.94582 0.777 1.015 -0.776
C 2.30347 -2.60843 -2.44651 -0.039 -0.808 0.217
H -0.66578 -3.00484 -0.02505 0.339 -0.009 -0.236
H 0.68648 -5.01928 -0.66801 0.062 0.244 -0.130
H 2.66673 -4.72094 -2.19820 -0.149 0.190 -0.002
H 3.15881 -2.41692 -3.08786 -0.134 -0.287 0.085
N 0.45768 -1.69736 -1.19747 -0.552 0.013 0.133
C 1.49765 -1.51881 -2.08137 0.355 1.067 -0.428
C 1.74134 -0.13523 -2.50626 -0.202 -1.021 0.455
N 0.96236 0.81974 -1.90828 -0.176 0.126 -0.260
C 1.12181 2.13518 -2.19826 0.871 -0.578 -0.694
C 2.93345 1.59799 -3.69261 0.150 -1.396 -0.076
C 2.11736 2.55596 -3.07600 -0.948 0.507 0.771
H 0.40911 2.80915 -1.71909 0.369 -0.107 -0.095
H 2.24199 3.62127 -3.26302 -0.018 -0.292 -0.030
C 2.72610 0.24494 -3.42363 0.423 0.735 -0.316
H 3.30903 -0.55477 -3.87884 0.025 0.508 -0.087
H 3.71839 1.89558 -4.38583 -0.199 -0.037 0.146
Ti -0.33000 0.10142 -0.44182 1.143 -0.164 -0.973
C -1.89168 1.24831 -0.76832 -0.843 0.671 -0.677
H -2.03673 1.35746 -1.85468 -0.128 0.079 0.325
H -1.93836 2.22073 -0.26530 -0.058 -0.197 -0.089
H -2.64223 0.56189 -0.35339 0.055 0.369 -0.177
Br -0.58374 2.89324 3.06061 0.147 0.039 0.413
C 0.45465 1.54425 3.88761 0.793 -1.072 -0.054
C 0.92702 1.63117 5.18876 -0.156 0.041 0.177
C 1.60656 0.55066 5.76866 -0.062 0.004 -0.429
C 1.84068 -0.62531 5.04549 0.003 0.083 0.352
C 1.40321 -0.72653 3.73210 -0.006 0.599 0.248
C 0.75315 0.36981 3.17099 -0.121 0.350 1.166
C 0.32606 0.27298 1.80827 -1.063 -0.341 -3.109
O 0.77419 1.06816 0.89382 0.151 -0.461 1.825
O -0.52017 -0.62145 1.40397 0.904 0.326 1.998
H 0.74192 2.53984 5.75130 0.027 -0.145 0.056
H 1.95224 0.64017 6.79666 -0.063 -0.041 -0.230
H 2.35318 -1.46611 5.51271 -0.102 0.265 -0.082
H 1.57194 -1.60552 3.11378 -0.038 0.121 0.229